ORCA calculation (ωB97M-V with the def2-TZVPD basis set) on the molecule C8H13N.

Structure (XYZ):
```
22
Properties=species:S:1:pos:R:3:forces:R:3
N -2.09095 -1.39177 -0.40893 -1.9 -2.9 -0.3
C 1.97442 0.97197 -0.02463 -3.1 0.8 -1.3
C 1.74145 -1.40445 -0.12517 0.9 -0.6 -0.5
C 2.57643 -0.37623 -0.25868 1.2 -0.1 0.2
C -1.09738 -0.95545 0.52377 0.9 1.1 -0.7
C -1.48962 1.60057 -0.57773 -1.7 -2.9 2.2
C -1.00797 0.65840 0.63199 -0.1 1.4 -0.1
C 0.55511 0.44361 0.57085 2.0 1.0 3.4
C 0.36569 -0.83507 -0.12823 -1.5 -0.8 -0.1
H -2.57785 1.43378 -0.70895 0.4 0.2 -0.1
H -1.02659 1.31725 -1.47638 0.8 0.1 -1.2
H -3.06027 -1.16839 -0.05436 1.4 -0.3 -0.4
H -1.50170 1.15129 1.53851 1.1 -1.0 -0.8
H -2.06715 -2.48969 -0.41545 -0.2 2.7 -0.2
H 2.50510 1.57094 0.64718 0.9 0.6 1.4
H 2.18257 -2.39775 -0.19408 -0.8 -0.1 0.0
H 0.92075 0.22802 1.70672 -1.1 0.1 -2.3
H 0.14769 -0.57949 -1.18490 -0.2 -0.3 0.3
H 1.83927 1.71372 -0.87531 0.1 -1.4 0.2
H 3.64953 -0.53807 -0.40395 -0.4 0.3 0.0
H -1.19341 -1.54314 1.45018 0.6 0.8 0.2
H -1.34511 2.58995 -0.23246 0.4 1.1 -0.1
```
Forces are in eV/Å.

The energy above the lowest of the compared OMol25 structures with the same formula, charge and spin comes out at 78.7 kcal per mole. The value obtained for the energy is -9993.4270 eV. For the frontier orbital gap, the calculation gives 9.94 eV. For the HOMO energy, the calculation gives -0.3283 hartree. For the LUMO energy, the calculation gives 1.0 eV. The SMILES is C[C@H]1[C@@H](N)[C@@H]2C=CC[C@@H]12.

Löwdin population analysis, charges in e, atoms 1 to 6: N -0.013; C -0.121; C -0.054; C -0.124; C -0.298; C -0.052